*1*
{"formula": "CH4FIP2", "method": "ωB97M-V/def2-TZVPD", "elements": ["C", "P", "F", "P", "I", "H", "H", "H", "H"], "coordinates": [[-0.33182, -0.15129, 0.58292], [1.18650, 0.83811, 0.39479], [0.41676, 2.36992, 0.85561], [2.77736, -1.04837, 0.35535], [4.74291, -0.00017, -0.34730], [-0.76975, -0.06064, 1.48966], [-0.06006, -1.18464, 0.41558], [-0.95736, 0.16470, -0.27372], [1.13004, 1.52084, -0.90167]], "mulliken_charge": [-0.94, 0.35, -0.41, -0.07, 0.00, 0.32, 0.38, 0.27, 0.10], "molar_mass_g_mol": 223.893, "smiles": "C[P@@H](F)=PI", "gap_ev": [6.3400, 6.1807]}


*2*
{"formula": "CH4FIP2", "method": "ωB97M-V/def2-TZVPD", "elements": ["C", "F", "P", "P", "I", "H", "H", "H", "H"], "coordinates": [[-1.26385, 1.31589, 0.69048], [1.74026, 1.13235, -0.16666], [0.52316, -1.67279, -0.28986], [0.15937, 0.51908, -0.10130], [-2.70181, -0.23763, 0.28303], [-1.16170, 1.23844, 1.86773], [1.54490, -1.77622, 0.49733], [1.25730, -1.25708, -1.29990], [-0.09763, 0.73797, -1.48084]], "mulliken_charge": [-0.61, -0.30, -0.03, 0.48, 0.00, 0.22, 0.05, 0.06, 0.12], "molar_mass_g_mol": 223.893, "gap_ev": 7.7201}


Quick one: least stable of them? *2*


*1*
{"formula": "C4H8NO2", "method": "ωB97M-V/def2-TZVPD", "elements": ["C", "C", "C", "C", "N", "O", "O", "H", "H", "H", "H", "H", "H", "H", "H"], "coordinates": [[0.88330, 1.19952, 0.19965], [-0.38908, 1.34032, -0.13715], [1.32368, -0.25712, 0.38419], [-1.36537, 0.22520, -0.04608], [0.08258, -0.99609, 0.07946], [-1.88454, -0.03081, 1.09819], [-2.12044, -0.14882, -1.06789], [1.44117, 1.97917, -0.03583], [-0.79489, 2.29267, -0.08272], [1.99958, -0.40604, -0.48222], [1.81459, -0.56627, 1.31640], [0.00716, -1.26805, -0.93630], [-0.01386, -1.79938, 0.70132], [-2.83935, -0.38612, 1.09709], [-1.74716, 0.22776, -1.94390]], "mulliken_charge": [-0.47, -0.68, -0.43, 0.91, -0.41, -0.44, -0.51, 0.54, 0.42, 0.25, 0.37, 0.34, 0.29, 0.41, 0.43], "molar_mass_g_mol": 102.113, "total_charge": 1, "gap_ev": 11.4686}


*2*
{"formula": "C4H8NO2", "method": "ωB97M-V/def2-TZVPD", "elements": ["C", "C", "C", "C", "N", "O", "O", "H", "H", "H", "H", "H", "H", "H", "H"], "coordinates": [[4.20721, -0.02986, 0.06492], [-0.47523, 0.47332, -1.00482], [-0.48670, -0.91227, 1.00204], [-1.00998, -0.46347, -0.29901], [0.51048, 1.50742, -0.56524], [5.08040, -0.71866, 0.25033], [3.20072, 0.47969, -0.21170], [-0.75543, -0.21888, 1.79676], [0.72993, -1.01142, 0.99673], [-0.89691, -1.84050, 1.30782], [-1.75365, -1.20662, -0.71062], [-0.84484, 0.71232, -1.94462], [0.99620, 1.77335, -1.43063], [1.14039, 0.94010, -0.07985], [0.05162, 2.31909, -0.09421]], "mulliken_charge": [0.60, -0.46, -1.03, 0.05, -0.17, -0.24, -0.43, 0.32, 0.23, 0.35, 0.32, 0.44, 0.39, 0.27, 0.37], "molar_mass_g_mol": 102.113, "total_charge": 1, "gap_ev": 11.3602}


Quick one: least stable of them? *1*


*1*
{"formula": "C4H8NO2", "method": "ωB97M-V/def2-TZVPD", "elements": ["N", "C", "C", "O", "C", "C", "O", "H", "H", "H", "H", "H", "H", "H", "H"], "coordinates": [[-0.34129, 1.30096, 1.07093], [0.32634, 0.22972, 0.31598], [1.04640, 0.97845, -0.76416], [0.48487, 1.94354, -1.24132], [-0.68305, -0.82596, -0.18241], [0.03233, -2.03283, -0.61966], [1.12916, -2.27199, -0.20689], [-0.16603, 1.30812, 2.07381], [-0.05723, 2.19864, 0.52190], [-1.36092, 1.19882, 0.98588], [1.01064, -0.22788, 1.00082], [1.87571, 0.50049, -1.25521], [-1.39438, -1.10701, 0.56887], [-1.34002, -0.49634, -0.99831], [-0.56253, -2.69673, -1.27022]], "mulliken_charge": [-0.28, -0.05, -0.11, -0.46, -0.77, -0.06, -0.43, 0.34, 0.41, 0.35, 0.41, 0.47, 0.39, 0.44, 0.36], "molar_mass_g_mol": 102.113, "total_charge": 1, "smiles": "[NH3+][C@H](C=O)CC=O", "gap_ev": 10.0543}


*2*
{"formula": "C4H8NO2", "method": "ωB97M-V/def2-TZVPD", "elements": ["C", "C", "O", "C", "O", "C", "N", "H", "H", "H", "H", "H", "H", "H", "H"], "coordinates": [[1.08570, -1.59031, 0.39429], [0.07669, -0.65142, -0.19861], [0.44228, -0.20791, -1.50723], [-1.42742, -0.42328, 0.24292], [-2.61159, -0.56768, 0.10452], [-0.43743, 0.67010, 0.61642], [-0.46104, 1.94304, -0.11799], [1.23812, -2.50817, -0.17260], [0.80429, -2.03632, 1.29796], [2.01110, -1.10823, 0.38829], [0.90357, -0.96087, -1.88246], [-0.06496, 0.72538, 1.55930], [0.40349, 2.41355, -0.05938], [-1.11902, 2.50605, 0.32258], [-0.84379, 1.79606, -0.98803]], "mulliken_charge": [-1.48, 0.88, -0.54, 0.31, -0.42, -0.73, -0.12, 0.46, 0.40, 0.41, 0.33, 0.52, 0.32, 0.33, 0.32], "molar_mass_g_mol": 102.113, "total_charge": 1, "smiles": "C[C@@]1(O)C(=O)[C@@H]1[NH3+]", "gap_ev": 9.5860}


*3*
{"formula": "C4H8NO2", "method": "ωB97M-V/def2-TZVPD", "elements": ["C", "N", "C", "C", "O", "C", "O", "H", "H", "H", "H", "H", "H", "H", "H"], "coordinates": [[0.83469, -0.53527, 1.57686], [-0.07389, -0.04354, 0.58890], [-1.14148, 0.80888, 0.89278], [0.15251, -0.50297, -1.00741], [1.01848, -1.38268, -1.18639], [-0.26585, 0.39372, -2.03558], [0.11215, 0.06457, -3.14283], [0.45223, -1.00591, 2.54254], [1.30258, 0.30618, 2.08312], [1.51408, -1.19692, 1.04917], [-1.99135, 0.44147, 1.31803], [-1.51522, 1.26890, -0.04775], [-0.70365, 1.51420, 1.53596], [0.99542, -1.47590, -2.23350], [-0.69070, 1.34527, -1.93392]], "mulliken_charge": [-0.79, 0.06, -0.70, 0.48, -0.36, 0.10, -0.41, 0.33, 0.35, 0.27, 0.33, 0.16, 0.35, 0.45, 0.41], "molar_mass_g_mol": 102.113, "total_charge": 1, "smiles": "C[N+](C)=C(O)C=O", "gap_ev": [7.6186, 7.5368]}


Quick one: least stable of them? *3*


*1*
{"formula": "C5H6N3S", "method": "ωB97M-V/def2-TZVPD", "elements": ["C", "C", "C", "C", "C", "N", "N", "N", "S", "H", "H", "H", "H", "H", "H"], "coordinates": [[-0.68484, 2.15588, 0.00055], [-2.31939, 0.84274, 0.00000], [-1.40503, -1.27199, 0.00032], [-2.73203, -1.53317, 0.00016], [1.22382, 0.48747, -0.00028], [-1.99382, 2.13428, -0.00023], [-1.19086, 0.07502, 0.00020], [-0.14265, 0.91956, 0.00017], [-3.72763, -0.11539, -0.00014], [-0.10358, 3.05728, 0.00042], [-0.59645, -1.97840, 0.00029], [-3.18640, -2.50510, 0.00016], [1.43806, -0.10388, 0.89308], [1.43368, -0.11288, -0.88773], [1.86791, 1.36430, -0.00629]], "mulliken_charge": [0.05, 0.38, 0.05, -0.43, -0.83, -0.49, 0.26, -0.25, -0.03, 0.39, 0.42, 0.45, 0.34, 0.34, 0.33], "molar_mass_g_mol": 140.191, "total_charge": 1, "gap_ev": 10.0009}


*2*
{"formula": "C5H6N3S", "method": "ωB97M-V/def2-TZVPD", "elements": ["C", "C", "C", "C", "C", "N", "N", "N", "S", "H", "H", "H", "H", "H", "H"], "coordinates": [[1.40738, 0.61656, 1.96090], [2.75671, 0.46137, 2.27944], [0.87220, -0.92954, -1.55841], [2.19250, -0.60745, 0.16399], [-1.42289, -0.03541, -1.22332], [2.13441, -1.09154, -1.04731], [-0.09200, -0.35922, -0.99247], [1.15981, 0.08896, 0.71112], [3.61731, -0.61595, 1.22630], [0.73525, 1.20367, 2.56103], [3.22375, 0.68294, 3.24327], [0.70575, -1.61133, -2.42764], [-2.16647, -0.93804, -1.39028], [-1.77824, 0.60596, -0.31580], [-1.64872, 0.49501, -2.14039]], "mulliken_charge": [-0.28, -0.17, 0.06, 0.53, -0.66, -0.47, 0.09, -0.26, 0.04, 0.41, 0.40, 0.39, 0.31, 0.26, 0.35], "molar_mass_g_mol": 140.191, "total_charge": 1, "gap_ev": [7.2653, 6.7898]}


Quick one: least stable of them? *2*


*1*
{"formula": "H3N3O3", "method": "ωB97M-V/def2-TZVPD", "elements": ["N", "N", "N", "O", "O", "O", "H", "H", "H"], "coordinates": [[0.02411, -0.24244, 0.62288], [0.37524, -0.23538, -0.66239], [1.93926, 0.90694, -0.25879], [2.15357, 1.02171, 0.90515], [2.46471, 1.46130, -1.16604], [-0.49328, 0.39334, -1.46533], [-0.98285, 0.05731, 0.69793], [0.28965, -1.06445, 1.12934], [-0.07866, 0.90425, -2.24057]], "mulliken_charge": [-0.26, 0.03, 0.76, -0.49, -0.54, -0.40, 0.26, 0.24, 0.39], "molar_mass_g_mol": 93.042, "gap_ev": [8.6535, 8.6437]}


*2*
{"formula": "H3N3O3", "method": "ωB97M-V/def2-TZVPD", "elements": ["H", "N", "N", "N", "O", "O", "O", "H", "H"], "coordinates": [[-2.37108, -2.95276, -0.68414], [-2.54898, -2.36087, 0.13944], [-1.62616, -1.57846, 0.18691], [-1.17512, -0.54135, 0.28639], [-0.21946, 0.16414, 0.46016], [1.98875, 2.50724, -0.51280], [2.27181, 1.10659, -0.37442], [2.23492, 2.76394, 0.42868], [1.44532, 0.89152, 0.06978]], "mulliken_charge": [0.26, -0.77, 0.58, 0.48, -0.62, -0.36, -0.36, 0.35, 0.43], "molar_mass_g_mol": 93.042, "smiles": "[H]/N=N/N=O.OO", "gap_ev": 9.2389}


Quick one: least stable of them? *2*


*1*
{"formula": "C3H3ClOS", "method": "ωB97M-V/def2-TZVPD", "elements": ["C", "C", "C", "O", "S", "Cl", "H", "H", "H"], "coordinates": [[-0.23267, -0.09587, -0.98991], [-1.18821, -0.39710, 0.19664], [1.39909, 0.32276, 1.07709], [-1.46087, 0.43708, 0.98113], [1.14524, 1.07644, -0.35251], [2.52266, 0.88383, 2.13124], [-0.75890, 0.20948, -1.94063], [0.27366, -1.11883, -1.04876], [-1.69999, -1.31779, -0.05429]], "mulliken_charge": [-0.50, 0.09, -0.14, -0.37, 0.01, -0.08, 0.37, 0.30, 0.33], "molar_mass_g_mol": 122.576, "gap_ev": 8.2557}


*2*
{"formula": "C3H3ClOS", "method": "ωB97M-V/def2-TZVPD", "elements": ["O", "C", "Cl", "C", "C", "S", "H", "H", "H"], "coordinates": [[2.14734, 1.50199, 0.03818], [1.90717, 0.33508, 0.09938], [3.17275, -0.78560, -0.00579], [0.35233, -0.38054, 0.07008], [-0.96137, 0.00404, 0.20276], [-2.76952, -0.78248, 0.00772], [0.42801, -1.34340, -0.25753], [-1.04310, 1.08910, 0.39090], [-3.23362, 0.36180, -0.54569]], "mulliken_charge": [-0.41, 0.59, -0.14, -0.32, -0.35, -0.17, 0.32, 0.32, 0.15], "molar_mass_g_mol": 122.576, "smiles": "O=C(Cl)/C=C/S", "gap_ev": 9.6302}


Quick one: least stable of them? *1*